(1)
Molecular formula: C2H4N
Method: DFT, ωB97M-V/def2-TZVPD

Structure (XYZ):
```
7
Properties=species:S:1:pos:R:3
C -1.77 -0.01 0.09
C -0.63 -0.04 -0.21
N 1.32 0.02 0.06
H -2.86 -0.04 -0.02
H 1.48 0.41 -0.89
H 1.28 -1.01 0.14
H 1.17 0.68 0.82
```

total charge: +1
multiplicity: 1
LUMO level: -7.50 eV
energy above the lowest of the compared OMol25 structures with the same formula, charge and spin: 85.1 kcal/mol
E_HOMO: -16.9494 eV

(2)
Molecular formula: C17H28N4O2S
Method: DFT, ωB97M-V/def2-TZVPD

Structure (XYZ):
```
52
Properties=species:S:1:pos:R:3
C 6.43 1.49 -3.94
C 5.56 1.21 -2.78
C 5.92 0.58 -1.63
S 4.60 0.46 -0.53
C 3.62 1.29 -1.72
C 2.19 1.58 -1.48
N 1.45 0.39 -1.11
C 1.38 -0.67 -2.09
C 0.95 0.29 0.15
O 1.07 1.19 0.95
C 0.25 -1.02 0.46
C -0.42 -1.04 1.84
C -0.15 -2.42 2.45
O 0.92 -2.98 2.29
N -1.12 -2.98 3.20
C -2.46 -2.47 3.33
C -2.44 -0.97 3.09
N -1.85 -0.72 1.79
C -2.13 0.64 1.32
C -3.25 0.71 0.26
C -3.43 2.18 -0.14
C -2.87 -0.11 -0.97
C -4.58 0.18 0.81
N 4.25 1.59 -2.80
H 7.42 1.08 -3.79
H 6.51 2.57 -4.09
H 6.00 1.06 -4.85
H 6.88 0.17 -1.36
H 2.08 2.28 -0.64
H 1.76 2.03 -2.38
H 1.97 -0.37 -2.96
H 1.78 -1.61 -1.70
H 0.35 -0.83 -2.42
H 1.01 -1.80 0.46
H -0.49 -1.25 -0.31
H 0.12 -0.32 2.48
H -0.91 -3.90 3.56
H -2.83 -2.69 4.34
H -3.12 -2.95 2.60
H -3.45 -0.59 3.11
H -1.86 -0.48 3.90
H -1.23 1.07 0.88
H -2.40 1.29 2.16
H -2.49 2.58 -0.52
H -3.73 2.77 0.72
H -4.19 2.27 -0.91
H -1.97 0.29 -1.43
H -3.67 -0.07 -1.71
H -2.71 -1.15 -0.70
H -5.37 0.30 0.07
H -4.87 0.73 1.70
H -4.49 -0.88 1.05
```

total charge: 0
multiplicity: 1
LUMO level: 0.70 eV
energy above the lowest of the compared OMol25 structures with the same formula, charge and spin: 4.3 kcal/mol
E_HOMO: -8.7614 eV

(3)
Molecular formula: C30H66CaCl3F6N2NaNbO10S2
Method: DFT, ωB97M-V/def2-TZVPD

Structure (XYZ):
```
122
Properties=species:S:1:pos:R:3
C -5.76 0.55 3.15
C -4.96 1.45 2.16
O -5.58 2.30 1.54
O -3.60 1.29 2.10
C -3.42 0.17 1.15
Nb -1.21 -0.25 1.12
C -0.97 -0.27 3.38
C -2.06 -1.02 4.16
C -2.15 -0.52 5.60
N -2.70 0.88 5.70
C -1.47 -2.39 1.00
C -0.17 -2.86 0.27
C 0.80 -3.54 1.25
O 1.30 -2.56 2.20
S -0.88 2.34 1.55
O -1.49 2.78 2.83
O 0.58 2.57 1.49
C -1.58 3.57 0.28
F -2.31 2.88 -0.65
F -0.52 4.17 -0.31
C -2.47 4.70 0.88
F -2.97 5.43 -0.12
F -1.74 5.49 1.67
F -3.51 4.20 1.59
H -6.61 1.21 3.70
H -6.32 -0.21 2.57
H -5.15 0.00 3.88
H -3.92 -0.76 1.47
H -3.88 0.46 0.19
H -1.19 0.02 -0.69
H 0.61 -0.28 0.97
H -0.80 0.73 3.84
H -0.02 -0.83 3.54
H -3.07 -0.95 3.70
H -1.80 -2.09 4.23
H -1.11 -0.52 5.99
H -2.77 -1.17 6.23
H -1.94 1.55 5.67
H -3.06 0.96 6.65
H -2.40 -2.70 0.50
H -1.50 -2.78 2.03
H -0.45 -3.58 -0.51
H 0.38 -2.03 -0.21
H 1.64 -3.95 0.67
H 0.31 -4.37 1.78
H 1.35 -2.99 3.07
Na 2.11 0.47 2.12
Ca -4.53 1.88 4.35
C -1.59 5.42 -3.01
C -1.40 6.20 -4.30
N -2.59 6.20 -5.14
C -2.35 6.66 -6.50
C -1.90 8.11 -6.70
C -3.80 6.69 -4.50
C -3.78 8.10 -3.91
H -1.95 4.42 -3.22
H -0.64 5.35 -2.49
H -2.29 5.92 -2.34
H -0.60 5.73 -4.88
H -1.05 7.21 -4.06
H -3.25 6.48 -7.08
H -1.58 6.01 -6.93
H -2.71 8.82 -6.53
H -1.56 8.25 -7.73
H -1.07 8.38 -6.04
H -4.06 5.99 -3.71
H -4.61 6.61 -5.23
H -2.89 8.27 -3.30
H -4.65 8.23 -3.26
H -3.82 8.87 -4.67
Cl -8.24 1.92 3.92
Cl 5.25 -0.53 2.23
C 6.87 -1.28 2.41
C 6.76 -2.76 2.68
Cl 6.07 -3.10 4.29
H 7.38 -0.76 3.22
H 7.40 -1.10 1.48
H 7.76 -3.20 2.66
H 6.14 -3.26 1.94
C 2.43 7.27 1.66
C 1.87 6.24 0.66
C 2.28 6.71 -0.74
S 3.81 7.68 -0.51
O 3.50 9.00 -0.97
O 4.90 6.94 -1.11
C 3.87 7.55 1.26
H 2.37 6.90 2.68
H 1.85 8.20 1.60
H 2.32 5.26 0.86
H 0.79 6.13 0.74
H 2.49 5.89 -1.42
H 1.55 7.39 -1.17
H 4.28 8.52 1.70
H 4.51 6.70 1.49
C 4.25 -4.70 -2.96
C 3.70 -5.57 -1.83
C 3.25 -6.94 -2.30
O 2.60 -4.92 -1.18
H 3.48 -4.54 -3.72
H 4.56 -3.72 -2.58
H 5.11 -5.18 -3.43
H 4.46 -5.68 -1.06
H 2.44 -6.83 -3.04
H 2.83 -7.51 -1.46
H 4.06 -7.50 -2.76
H 1.90 -4.83 -1.84
C 1.00 -9.98 -1.17
O 1.41 -8.82 -0.63
H 0.82 -9.96 -2.28
H 1.72 -10.84 -1.04
H 0.04 -10.39 -0.76
C -0.02 -14.90 0.78
C 0.32 -14.09 -0.45
O -0.40 -13.21 -0.86
C 1.61 -14.44 -1.15
H -0.97 -14.55 1.19
H -0.11 -15.96 0.53
H 0.76 -14.79 1.53
H 1.59 -15.49 -1.48
H 2.45 -14.32 -0.47
H 1.74 -13.79 -2.01
F 4.68 10.08 1.55
```

total charge: -1
multiplicity: 1
LUMO level: -1.50 eV
E_HOMO: -3.0390 eV

(4)
Molecular formula: C6H7N3O2
Method: DFT, ωB97M-V/def2-TZVPD

Structure (XYZ):
```
18
Properties=species:S:1:pos:R:3
C 0.74 1.75 -0.33
C 2.13 1.59 -0.27
C -0.03 0.58 -0.01
C 2.13 -0.64 0.23
C -0.13 -1.79 -0.08
C -2.13 -0.46 0.38
N 2.75 0.47 0.00
N -1.39 0.74 0.37
N 0.57 -0.61 0.03
O 2.46 -1.74 0.48
O -2.81 -0.93 -0.70
H 0.22 2.66 -0.19
H 2.80 2.43 -0.55
H 0.36 -2.58 0.64
H -0.93 -1.96 -0.81
H -2.62 -0.55 1.23
H -1.58 1.39 1.09
H -2.55 -0.34 -1.50
```

total charge: 0
multiplicity: 1
LUMO level (alpha / beta): -0.05 / -0.26 eV
energy above the lowest of the compared OMol25 structures with the same formula, charge and spin: 89.4 kcal/mol
E_HOMO (alpha / beta): -7.6410 / -7.7124 eV

total charge of number 2 (C17H28N4O2S)? 0

multiplicity of number 4 (C6H7N3O2)? 1

What did the second record say?
Molecular formula: C17H28N4O2S
Method: DFT, ωB97M-V/def2-TZVPD

Structure (XYZ):
```
52
Properties=species:S:1:pos:R:3
C 6.43 1.49 -3.94
C 5.56 1.21 -2.78
C 5.92 0.58 -1.63
S 4.60 0.46 -0.53
C 3.62 1.29 -1.72
C 2.19 1.58 -1.48
N 1.45 0.39 -1.11
C 1.38 -0.67 -2.09
C 0.95 0.29 0.15
O 1.07 1.19 0.95
C 0.25 -1.02 0.46
C -0.42 -1.04 1.84
C -0.15 -2.42 2.45
O 0.92 -2.98 2.29
N -1.12 -2.98 3.20
C -2.46 -2.47 3.33
C -2.44 -0.97 3.09
N -1.85 -0.72 1.79
C -2.13 0.64 1.32
C -3.25 0.71 0.26
C -3.43 2.18 -0.14
C -2.87 -0.11 -0.97
C -4.58 0.18 0.81
N 4.25 1.59 -2.80
H 7.42 1.08 -3.79
H 6.51 2.57 -4.09
H 6.00 1.06 -4.85
H 6.88 0.17 -1.36
H 2.08 2.28 -0.64
H 1.76 2.03 -2.38
H 1.97 -0.37 -2.96
H 1.78 -1.61 -1.70
H 0.35 -0.83 -2.42
H 1.01 -1.80 0.46
H -0.49 -1.25 -0.31
H 0.12 -0.32 2.48
H -0.91 -3.90 3.56
H -2.83 -2.69 4.34
H -3.12 -2.95 2.60
H -3.45 -0.59 3.11
H -1.86 -0.48 3.90
H -1.23 1.07 0.88
H -2.40 1.29 2.16
H -2.49 2.58 -0.52
H -3.73 2.77 0.72
H -4.19 2.27 -0.91
H -1.97 0.29 -1.43
H -3.67 -0.07 -1.71
H -2.71 -1.15 -0.70
H -5.37 0.30 0.07
H -4.87 0.73 1.70
H -4.49 -0.88 1.05
```

total charge: 0
multiplicity: 1
LUMO level: 0.70 eV
energy above the lowest of the compared OMol25 structures with the same formula, charge and spin: 4.3 kcal/mol
E_HOMO: -8.7614 eV